{"formula": "C23H63N6O18SZn", "method": "ωB97M-V/def2-TZVPD", "symbols": ["Zn", "S", "O", "O", "O", "O", "O", "O", "O", "O", "O", "O", "O", "O", "O", "O", "O", "O", "O", "O", "N", "N", "N", "N", "N", "N", "C", "C", "C", "C", "C", "C", "C", "C", "C", "C", "C", "C", "C", "C", "C", "C", "C", "C", "C", "C", "C", "C", "C", "H", "H", "H", "H", "H", "H", "H", "H", "H", "H", "H", "H", "H", "H", "H", "H", "H", "H", "H", "H", "H", "H", "H", "H", "H", "H", "H", "H", "H", "H", "H", "H", "H", "H", "H", "H", "H", "H", "H", "H", "H", "H", "H", "H", "H", "H", "H", "H", "H", "H", "H", "H", "H", "H", "H", "H", "H", "H", "H", "H", "H", "H", "H"], "positions_angstrom": [[-3.6469, 2.8437, -1.8513], [-1.5663, -0.4769, -0.0981], [-5.6196, 2.8371, 0.0141], [3.5425, -1.8066, 0.8152], [-1.6228, -0.6033, 1.3659], [-2.2081, 1.7590, 4.4370], [-4.1142, -4.7246, -1.1473], [-1.9797, 5.0730, -0.2338], [4.2482, 2.0264, 4.0573], [-0.9912, -5.0000, -0.8625], [3.1881, 4.6679, -2.1813], [-2.4031, 2.1866, -4.6264], [-4.3886, -0.2727, 4.0168], [0.4040, -3.0700, 7.3874], [2.4792, 1.1854, -2.5864], [-1.2522, -2.3440, -6.5372], [-5.7082, 1.2413, -2.1927], [-2.4183, -1.4758, -0.7507], [-0.1749, -0.7384, -0.4739], [-1.9991, 0.7986, -0.6574], [-2.5014, 6.2909, 1.4897], [-0.1354, -2.1251, 5.3606], [-0.7137, 2.2275, -5.9403], [6.3934, -1.9760, -0.2564], [-1.9751, -2.5012, -4.4240], [2.1785, 1.6807, 3.3817], [3.0787, 2.3528, 4.1151], [-1.5988, 5.6675, 0.7680], [-3.0988, 2.1987, -6.9475], [2.7135, 3.6588, 4.7747], [-4.1554, 0.4985, 5.1535], [-0.1513, 5.5762, 1.1979], [-1.9664, -5.8587, -0.3487], [-2.0481, 2.2339, -5.7737], [0.4296, -2.6877, -4.8079], [-0.2487, -4.5553, 5.6325], [-6.8073, 2.0831, -0.2371], [3.0900, 3.5274, -2.9836], [-6.4464, 0.8379, -1.0097], [2.4095, 2.4611, -2.0626], [5.5063, -3.0027, 0.5445], [-0.0008, -3.1978, 6.2026], [-3.5034, 1.8828, 4.8355], [-3.2979, -5.8475, -1.2669], [7.9115, -2.2887, -0.0845], [6.0781, -2.0285, -1.7633], [6.2872, -0.4912, 0.2907], [-1.0136, -2.5020, -5.3267], [4.0034, -2.9988, 0.2113], [4.1065, 3.2688, -3.2801], [2.9602, 3.6078, 5.8352], [-1.6076, -6.8714, -0.1649], [2.7763, -1.5363, 0.3039], [-2.8897, -2.1940, -4.7227], [1.3436, 2.6011, -1.8825], [1.2071, 1.8214, 3.6200], [6.1122, -3.1003, -1.9588], [-5.1069, 0.5690, 5.6804], [-3.5327, 2.6112, 5.6459], [-7.2333, 1.8392, 0.7361], [-3.5358, -0.3642, 3.5856], [8.4712, -1.6647, -0.7812], [-0.7816, -5.1881, 6.3422], [1.0459, -1.8593, -5.1573], [-5.7596, 0.3662, -0.3069], [2.9324, 2.2904, -1.1216], [0.5873, -2.9589, -3.7640], [0.7044, -5.0339, 5.4073], [5.0577, -1.6728, -1.9063], [3.8283, -3.2125, -0.8431], [-4.1056, 2.5377, -6.7031], [1.6461, 3.8618, 4.8610], [2.5089, 3.8319, -3.8541], [-5.6821, 0.4929, -2.7934], [3.9165, 5.2380, -2.4381], [-5.8905, 3.6225, 0.4952], [-0.2623, 2.2053, -5.0371], [-0.0894, -1.2162, 5.7986], [-0.2831, 2.5336, -6.8011], [-4.1840, 2.3493, 4.1233], [1.9983, 0.5505, -2.0506], [5.3203, -0.1679, -0.0951], [6.1965, -0.4651, 1.3766], [0.5309, 5.7397, 0.3635], [-0.4455, -2.0920, 4.4000], [-3.5685, -3.9428, -1.2595], [-3.4407, 6.3161, 1.1194], [-2.9256, -5.8678, -2.2911], [-2.1027, 1.0475, 3.8012], [-7.2531, 0.1583, -1.2845], [5.8266, -3.9855, 0.1987], [0.8381, -3.5959, -5.2510], [-1.1333, -4.0526, -0.8000], [-7.5056, 2.5995, -0.8958], [3.0978, 4.5803, 4.3373], [8.0225, -3.3401, -0.3498], [0.1052, 4.6587, 1.7274], [2.4564, 0.9662, 2.7242], [5.7105, -2.9333, 1.6129], [6.7896, -1.4066, -2.3063], [0.0397, 6.3935, 1.8934], [-2.9428, 1.1861, -7.3194], [3.6247, -3.9256, 0.6423], [-3.8402, -6.7859, -1.1505], [8.1493, -2.1187, 0.9656], [7.1145, 0.0950, -0.1094], [-2.6538, 2.8213, -7.7236], [-0.7970, -4.6485, 4.6951], [-2.3130, 6.5067, 2.4583], [-1.7477, -2.5722, -3.4425], [-3.4619, -0.0751, 5.7685], [-2.1366, -5.6427, 0.7060]], "forces_ev_per_angstrom": [[0.0, -1.8, 0.9], [0.8, -3.9, 1.6], [0.5, 0.1, -0.8], [-0.6, -0.4, -1.1], [-0.9, 1.1, -0.1], [1.9, 0.1, -0.6], [-0.5, 0.1, 0.6], [-0.1, -0.4, -1.4], [0.7, -0.2, 0.4], [1.4, -0.5, -0.8], [-0.1, 1.2, 1.2], [-1.9, 0.0, 2.9], [-0.1, 0.1, -1.0], [-1.2, 0.0, -2.9], [0.7, -2.1, -2.3], [0.6, -0.1, 1.6], [0.0, 0.6, 0.3], [-0.8, -0.7, -0.4], [1.0, 0.7, -0.9], [-0.4, 3.9, -0.7], [-0.6, 1.3, 1.7], [-0.1, 0.6, 0.5], [-0.1, 0.2, -1.4], [1.1, 1.4, 0.8], [-0.8, 0.1, 1.3], [-1.8, 0.3, 0.3], [1.7, 0.8, -1.2], [0.8, -2.2, -1.2], [3.0, 0.2, 0.4], [-1.6, 0.1, 1.4], [0.6, 0.7, 1.0], [0.0, 1.2, 0.7], [-2.3, 0.4, 0.2], [-1.1, 0.2, -1.2], [-0.2, -0.9, -0.5], [-0.2, -1.0, -0.5], [-0.8, -0.2, -0.9], [-0.2, -0.3, 0.8], [1.7, 0.1, 1.0], [0.1, -0.2, 0.3], [0.3, -0.5, -1.6], [1.0, 0.5, 2.0], [-2.7, -0.6, 0.8], [2.4, -0.6, 0.4], [-1.8, -0.7, -0.1], [-0.4, -0.3, 1.8], [-1.5, -1.4, -0.9], [1.3, 0.2, -2.2], [1.9, 0.1, 1.2], [-0.2, -0.8, -0.2], [0.7, 0.1, -0.1], [0.5, -0.2, -1.3], [-0.6, 0.4, 0.3], [0.1, -0.2, 0.2], [0.0, 1.2, 0.2], [0.0, -0.2, -0.5], [0.2, 0.2, -0.7], [0.1, 0.3, 0.0], [0.1, -0.5, 0.6], [-0.3, -0.2, -0.2], [0.0, -0.5, -0.6], [-0.1, 0.0, 0.3], [0.2, 0.2, 0.2], [-0.1, 0.0, 0.3], [0.2, -0.8, -0.4], [0.1, 1.6, 0.4], [-0.5, 0.8, 0.3], [0.2, 0.0, 0.3], [0.2, 0.1, -0.1], [-0.1, 1.0, -0.3], [0.3, -0.4, 0.3], [-0.4, -0.4, -0.5], [-0.2, -0.8, -0.3], [0.3, -0.1, -0.1], [0.0, -0.1, -0.2], [0.2, 0.2, 0.1], [0.5, 0.1, -0.4], [0.2, -0.1, 0.1], [0.2, -0.3, 0.3], [0.1, 0.1, -0.8], [-0.4, 0.2, 0.1], [0.2, 0.4, 0.0], [0.4, -0.3, -0.1], [-0.3, -0.3, -0.1], [-0.1, -0.7, 0.2], [0.1, 0.3, 0.1], [0.2, -0.1, 0.3], [0.3, -0.2, -0.2], [0.0, 0.0, -0.4], [-0.2, 0.4, 0.2], [0.6, 0.0, 0.1], [-0.1, 0.1, -0.7], [-0.7, 0.0, 0.5], [-0.1, 0.7, 0.4], [0.6, -0.5, -0.2], [0.3, 0.1, 0.1], [-0.3, -0.2, -0.3], [0.0, 0.0, 0.5], [0.0, 0.4, -0.2], [0.0, -0.3, 0.1], [0.2, 0.0, 0.2], [-0.9, -0.2, -0.1], [-0.3, 0.1, 0.7], [-0.4, 0.3, 0.4], [0.2, 0.0, -0.2], [-0.1, -0.2, 0.1], [-0.4, 0.2, -0.3], [-0.2, 0.7, 0.0], [-0.2, 0.3, -0.2], [-0.3, 0.2, -0.1], [0.1, 0.2, 0.6], [-0.8, 0.8, 0.1]], "lowdin_charge": [1.200, 0.158, -0.110, -0.032, -0.370, -0.048, -0.059, -0.041, 0.020, -0.078, -0.083, -0.041, -0.052, -0.003, -0.095, -0.010, -0.126, -0.335, -0.352, -0.349, 0.173, 0.150, 0.169, -0.304, 0.176, 0.164, -0.608, -0.605, 0.024, -0.013, -0.246, 0.014, -0.232, -0.585, -0.006, -0.025, -0.220, -0.222, -0.187, -0.243, -0.074, -0.561, -0.281, -0.233, 0.015, 0.027, 0.041, -0.591, -0.229, 0.118, 0.084, 0.107, 0.095, 0.118, 0.123, 0.099, 0.109, 0.120, 0.118, 0.139, 0.063, 0.101, 0.087, 0.077, 0.129, 0.116, 0.064, 0.084, 0.098, 0.121, 0.081, 0.063, 0.112, 0.102, 0.088, 0.099, 0.112, 0.100, 0.113, 0.105, 0.072, 0.086, 0.111, 0.090, 0.099, 0.060, 0.118, 0.105, 0.070, 0.142, 0.125, 0.075, 0.069, 0.126, 0.087, 0.101, 0.087, 0.108, 0.143, 0.110, 0.075, 0.085, 0.131, 0.111, 0.109, 0.102, 0.069, 0.071, 0.120, 0.097, 0.114, 0.107], "charge": 1, "homo_ev": -9.96, "energy_ha": -4774.02913, "largest_force_ev_per_a": 4.274, "orbital_gap_ev": 3.62}